This record from OMol25 describes a 11-piece molecular cluster, C50H98F6N6O25S2 overall in a non-equilibrium geometry. The level of theory is ωB97M-V/def2-TZVPD.

XYZ file:
```
187
Properties=species:S:1:pos:R:3
O -12.3843 -1.0019 -5.5490
H -11.6160 -1.5687 -5.4496
H -12.1584 -0.4121 -6.2720
H -12.7481 -0.5938 -4.7599
C -11.5925 -4.1684 -3.5768
F -11.8526 -5.5196 -3.7952
F -12.7421 -3.4722 -3.8062
F -10.9621 -3.9250 -2.4066
S -10.4206 -3.8564 -5.0877
O -9.2425 -4.7093 -4.8429
O -11.1760 -4.1610 -6.3232
N -10.3215 -2.1547 -4.8543
S -8.9491 -2.0105 -4.1194
O -8.6185 -2.9756 -3.0387
O -7.9048 -1.8446 -5.1322
C -9.1598 -0.2479 -3.2097
F -9.8927 0.6578 -4.0396
F -9.7426 -0.3318 -2.0322
F -7.8936 0.2615 -3.0483
C -8.1750 -7.9417 -8.3819
O -8.6116 -7.3334 -9.6192
C -9.1675 -6.0500 -9.2872
C -10.6210 -5.6691 -9.6047
N -11.6986 -6.2545 -8.7392
C -11.4941 -7.6452 -8.7170
C -12.8810 -8.3419 -8.4500
O -13.2875 -8.3816 -6.9655
C -14.6157 -8.4467 -6.6293
H -8.8650 -8.1336 -7.5602
H -7.3030 -7.3749 -8.0557
H -7.7388 -8.9147 -8.6080
H -8.6477 -5.3911 -9.9827
H -8.7580 -5.5978 -8.3839
H -10.8592 -5.8196 -10.6576
H -10.6592 -4.5866 -9.4833
H -11.4675 -5.8522 -7.8421
H -10.6442 -7.7204 -8.0386
H -11.2092 -8.0335 -9.6948
H -12.8812 -9.3922 -8.7415
H -13.7152 -7.9754 -9.0482
H -14.9325 -9.4895 -6.6451
H -15.4724 -7.8010 -6.8220
H -14.5863 -8.3317 -5.5457
C -9.2948 -0.4627 1.3239
O -9.2390 0.4489 2.4274
C -8.5161 1.7005 2.3109
C -9.1604 2.7630 3.2574
N -8.8332 2.9327 4.6798
C -8.7063 1.8318 5.6306
C -8.2723 2.3471 6.9744
O -7.8046 1.3810 7.9061
C -6.6202 1.4097 8.6445
H -9.7855 -1.4148 1.5258
H -8.2368 -0.6225 1.1157
H -9.7386 0.0711 0.4836
H -8.4188 2.0864 1.2961
H -7.4760 1.4152 2.4687
H -10.2168 2.4965 3.2247
H -9.1331 3.6929 2.6894
H -9.4275 3.7164 4.9090
H -7.9901 1.1511 5.1704
H -9.5284 1.1161 5.6261
H -9.0704 2.8974 7.4726
H -7.5150 3.0834 6.7053
H -6.6532 2.3632 9.1716
H -5.7655 1.3421 7.9714
H -6.5465 0.5120 9.2582
C -13.3410 2.9433 -6.4473
O -13.0420 1.9184 -5.4703
C -13.6354 2.2399 -4.1954
C -13.0176 1.4283 -3.0252
N -13.2908 -0.0272 -3.2129
C -12.7956 -0.6512 -2.1014
C -13.9822 -0.8588 -1.1359
O -14.9712 -1.5428 -1.7903
C -16.1282 -1.8213 -0.9290
H -13.2267 3.8852 -5.9107
H -14.3646 2.9365 -6.8218
H -12.6952 2.7152 -7.2952
H -14.7102 2.0803 -4.1088
H -13.3506 3.2320 -3.8451
H -13.3829 1.8634 -2.0950
H -11.9372 1.5722 -3.0086
H -14.2830 -0.1942 -3.1254
H -11.9283 -0.2718 -1.5612
H -12.4780 -1.6402 -2.4318
H -14.2804 0.1282 -0.7824
H -13.5407 -1.3865 -0.2904
H -16.1293 -2.8576 -0.5911
H -17.0200 -1.9186 -1.5482
H -16.5515 -0.9897 -0.3655
C -5.7141 -4.0748 -7.1116
O -4.3997 -3.5159 -7.5234
C -3.4094 -4.0589 -6.7016
C -2.1547 -3.1378 -6.5978
N -2.4295 -1.8858 -5.8403
C -2.5275 -1.9611 -4.3846
C -3.0752 -0.5686 -3.9503
O -3.6393 -0.6935 -2.6505
C -4.6434 0.2769 -2.3452
H -5.6945 -5.0386 -7.6203
H -6.5066 -3.3775 -7.3832
H -5.7705 -4.1960 -6.0298
H -3.0279 -4.8807 -7.3076
H -3.6096 -4.4723 -5.7131
H -1.8909 -2.8389 -7.6123
H -1.3168 -3.6788 -6.1581
H -3.3368 -1.5244 -6.0980
H -1.5613 -2.1618 -3.9217
H -3.0450 -2.8915 -4.1507
H -3.9069 -0.3168 -4.6082
H -2.2537 0.1443 -3.8794
H -4.1084 1.1698 -2.0220
H -5.3162 0.0861 -1.5092
H -5.2292 0.5412 -3.2256
C -2.3138 -10.7931 -3.1973
O -3.5484 -10.2175 -3.3120
C -4.3564 -10.5182 -4.4068
C -5.3678 -9.3412 -4.4072
N -4.7324 -8.2732 -5.1856
C -5.4572 -7.0042 -5.4249
C -6.1515 -6.2133 -4.3288
O -5.2872 -5.4895 -3.5298
C -5.7034 -4.5956 -2.4847
H -1.6002 -10.4664 -3.9538
H -2.3566 -11.8821 -3.2145
H -2.1270 -10.4136 -2.1927
H -5.1819 -11.1600 -4.0990
H -3.8310 -10.6637 -5.3506
H -5.6186 -8.9956 -3.4042
H -6.3430 -9.7019 -4.7341
H -3.7340 -8.2180 -5.0435
H -6.1476 -7.3301 -6.2029
H -4.7094 -6.3586 -5.8854
H -6.8280 -6.8645 -3.7753
H -6.8894 -5.7396 -4.9762
H -4.9218 -4.0223 -1.9861
H -6.0857 -5.1586 -1.6332
H -6.3488 -3.7731 -2.7931
C -3.2230 0.7637 -7.1290
C -4.5758 0.6101 -7.3333
C -5.4989 1.4168 -6.6889
C -5.1014 2.4577 -5.9058
C -3.7068 2.7364 -5.6616
C -2.8055 1.8142 -6.2749
O -1.4475 1.8893 -5.9530
O -6.8220 1.0408 -6.7969
H -2.5525 0.0790 -7.6272
H -5.0064 -0.2088 -7.8905
H -5.9539 3.0856 -5.6925
H -3.4514 3.6698 -5.1821
H -1.3693 2.6753 -5.4073
H -7.1764 0.4668 -6.1139
C -16.5259 -4.7942 -7.4692
C -17.1384 -4.7804 -6.2203
C -16.4153 -4.9701 -5.0812
C -15.1186 -5.2873 -5.1541
C -14.4475 -5.3364 -6.4589
C -15.1323 -4.9750 -7.6138
O -14.6040 -4.9400 -8.8682
O -16.9303 -4.9332 -3.8380
H -17.1343 -4.3429 -8.2389
H -18.1336 -4.3678 -6.2961
H -14.6578 -5.2940 -4.1773
H -13.4296 -5.6452 -6.6459
H -13.8369 -5.5149 -8.9197
H -16.3645 -5.1467 -3.0924
C -11.9715 -6.0758 -0.0574
C -12.8437 -5.3183 0.8976
O -14.1402 -5.8710 0.6532
C -14.1372 -6.7586 -0.3211
O -15.3010 -7.1380 -0.7990
O -12.9081 -6.6593 -0.8879
H -11.2521 -6.7769 0.3657
H -11.2311 -5.4772 -0.5879
H -12.8177 -4.2427 0.7232
H -12.3178 -5.5604 1.8212
C -12.1257 -1.3966 -8.9384
C -11.2227 -2.0211 -9.8682
O -9.9236 -2.0180 -9.2445
C -9.9646 -1.0635 -8.2622
O -9.0263 -0.6532 -7.5773
O -11.2934 -0.8263 -8.0014
H -12.7487 -2.0625 -8.3413
H -12.6682 -0.5795 -9.4140
H -11.2896 -1.3174 -10.6979
H -11.5800 -3.0161 -10.1334
```

Values from the calculation:
Charge ... 0
Calculated total energy ... -151521.8689 eV
HOMO energy ... -7.7960 eV
Gap between HOMO and LUMO ... 7.75 eV

Atom charges from the Mulliken analysis, given in e for atoms 1 to 6: number 1, O, carries 0.173; number 2, H, carries 0.502; number 3, H, carries 0.530; number 4, H, carries 0.530; number 5, C, carries 0.268; number 6, F, carries -0.164